Entry 1:
{"formula": "C6H16", "method": "ωB97M-V/def2-TZVPD", "elements": ["C", "C", "C", "H", "H", "H", "H", "H", "H", "H", "H", "C", "C", "C", "H", "H", "H", "H", "H", "H", "H", "H"], "xyz": [[1.791, -4.544, 1.128], [2.517, -4.269, 2.484], [1.783, -5.076, 3.546], [1.988, -5.535, 0.838], [1.955, -3.809, 0.268], [0.713, -4.247, 1.221], [2.394, -3.235, 2.697], [3.542, -4.354, 2.327], [2.409, -5.401, 4.506], [0.946, -4.635, 3.965], [1.302, -6.019, 3.234], [-0.677, 4.611, -2.717], [-2.193, 5.225, -2.475], [-3.136, 4.148, -1.989], [-0.675, 3.617, -2.823], [-0.015, 4.787, -1.971], [-0.332, 5.239, -3.558], [-2.567, 5.510, -3.500], [-2.045, 5.960, -1.765], [-4.021, 4.169, -2.550], [-2.582, 3.133, -1.846], [-3.518, 4.249, -0.909]], "smiles": "CCC.CCC", "multiplicity": 1, "orbital_gap_ev": 12.047, "homo_ev": -10.79, "fmax_ha_per_bohr": 0.121}

***

Entry 2:
{"formula": "C25H25F12N4O2Re", "method": "ωB97M-V/def2-TZVPD", "elements": ["Re", "C", "C", "C", "C", "C", "N", "C", "C", "C", "C", "C", "C", "C", "C", "O", "C", "F", "F", "F", "C", "F", "F", "F", "C", "C", "C", "O", "C", "F", "F", "F", "C", "F", "F", "F", "H", "H", "H", "H", "H", "H", "H", "H", "H", "H", "H", "H", "C", "N", "C", "C", "N", "N", "C", "C", "H", "H", "H", "H", "H", "H", "H", "H", "H", "H", "H", "H", "H"], "xyz": [[-0.593, 0.394, 0.441], [5.172, 3.934, -1.607], [4.163, 2.959, -1.117], [4.464, 2.031, -0.122], [3.520, 1.131, 0.307], [2.212, 1.114, -0.220], [1.327, 0.156, 0.254], [1.851, -1.111, 0.523], [2.840, -1.620, -0.335], [3.428, -2.846, -0.129], [3.098, -3.609, 0.987], [3.762, -4.911, 1.266], [2.082, -3.144, 1.817], [1.420, -1.949, 1.579], [0.206, -1.628, 2.451], [-0.417, -0.445, 2.155], [-0.865, -2.717, 2.171], [-2.051, -2.399, 2.686], [-0.573, -3.947, 2.560], [-1.059, -2.767, 0.828], [0.551, -1.576, 3.964], [1.631, -0.818, 4.156], [0.802, -2.768, 4.509], [-0.452, -1.036, 4.649], [1.878, 2.116, -1.162], [2.864, 2.979, -1.615], [0.479, 2.241, -1.762], [-0.552, 1.759, -1.003], [0.107, 3.728, -2.059], [-1.216, 3.849, -2.181], [0.475, 4.523, -1.052], [0.645, 4.218, -3.175], [0.460, 1.448, -3.105], [-0.666, 1.645, -3.781], [0.531, 0.136, -2.817], [1.479, 1.732, -3.912], [6.177, 3.521, -1.561], [5.144, 4.823, -0.977], [4.957, 4.246, -2.624], [5.453, 2.013, 0.308], [3.764, 0.424, 1.085], [3.121, -1.018, -1.184], [4.164, -3.210, -0.829], [4.770, -4.920, 0.862], [3.206, -5.716, 0.788], [3.794, -5.119, 2.332], [1.793, -3.761, 2.652], [2.648, 3.697, -2.389], [-5.326, 1.758, -0.737], [-4.095, 1.285, -0.137], [-3.214, 2.351, 0.282], [-3.672, 0.022, -0.269], [-2.378, -0.296, -0.247], [-4.605, -0.962, -0.412], [-4.208, -2.290, -0.846], [-5.769, -0.986, 0.459], [-5.083, 2.589, -1.402], [-6.020, 2.118, 0.024], [-5.799, 0.977, -1.324], [-3.814, 3.127, 0.756], [-2.675, 2.780, -0.566], [-2.486, 1.988, 1.020], [-2.267, -1.298, -0.395], [-3.722, -2.860, -0.045], [-3.557, -2.233, -1.719], [-5.110, -2.829, -1.134], [-5.838, -0.076, 1.047], [-5.676, -1.826, 1.154], [-6.680, -1.119, -0.124]], "multiplicity": 2, "orbital_gap_ev": [5.965, 6.829], "homo_ev": [-10.89, -10.84], "charge": 1, "fmax_ha_per_bohr": 0.050}